Below is a single C15H19N3O4 molecule at a distorted geometry, with properties calculated with wB97M-V/def2-TZVPD.

```
! RIJCOSX wB97M-V def2-TZVPD def2/J DEFGRID3
* xyz 0 1
C -1.283 -1.209 0.874
C -2.124 -0.597 -0.312
C -1.202 -2.768 0.676
C -2.550 -3.553 0.949
C -1.070 1.711 -0.022
C -1.694 3.099 0.129
C 0.019 1.887 -1.122
C 0.976 0.705 -1.155
C 0.862 -0.398 -1.908
C 2.158 0.564 -0.321
C 2.693 -0.691 -0.641
C 2.826 1.352 0.631
C 3.826 -1.197 0.005
C 3.952 0.863 1.288
C 4.443 -0.425 1.012
H -1.214 -1.126 2.906
H -2.028 0.141 2.329
H -0.249 -0.806 0.752
H -0.425 -3.050 1.407
H -1.434 -2.949 -1.221
H -2.421 -4.633 0.835
H -2.869 -3.394 1.989
H -3.320 -3.132 0.283
H -2.734 1.089 -1.144
H -0.579 1.306 0.865
H -0.435 1.915 -2.121
H 0.541 2.828 -0.903
H 0.169 -0.715 -2.719
H 2.031 -2.205 -1.913
H 2.507 2.386 0.822
H 4.237 -2.190 -0.226
H 4.431 1.491 2.030
H 5.365 -0.806 1.442
H -0.389 3.438 1.558
N -1.861 -0.848 2.173
N -2.126 0.784 -0.395
N 1.899 -1.285 -1.551
O -2.757 -1.256 -1.120
O -0.718 -3.155 -0.577
O -2.590 3.533 -0.548
O -1.130 3.851 1.112
*
```

Energy above the lowest of the compared OMol25 structures with the same formula, charge and spin = 66.69 kJ/mol
SMILES string = C[C@@H](O)[C@H](N)C(=O)N[C@@H](Cc1c[nH]c2ccccc12)C(=O)O
M = 305.33 g/mol
Frontier orbital gap = 0.317 Eh

natural (NBO) population analysis, charges in e, atoms 1 to 5:
1 C -0.170
2 C 0.713
3 C 0.116
4 C -0.650
5 C -0.156